Record 1
ORCA calculation (ωB97M-V/def2-TZVPD) on C51H45I2N2O4P2S2SiTi as an isolated structure in a non-equilibrium geometry.

Total charge   -1
Multiplicity   3
Kohn-Sham gap (spin up / spin down)   6.18 / 6.14 eV
Energy relative to the best compared isomer or geometry (same formula, charge and spin)   0.657 eV
HOMO level (spin up / spin down)   -4.16 / -4.62 eV
E_tot   -152234.032 eV

Structure (XYZ):
```
110
Properties=species:S:1:pos:R:3:forces:R:3
Ti -1.901416 -0.019831 -0.407545 0.157 0.029 0.599
C -2.234567 -4.037533 -1.081987 -0.362 -0.579 -0.040
Si -1.264401 -2.479275 -1.445130 -0.007 0.647 1.505
C 0.490115 -3.034272 -0.949320 1.587 -0.898 0.516
C 1.113746 -4.107227 -1.655739 -0.820 0.171 0.007
C 2.283910 -4.715273 -1.209448 -0.273 -0.100 -0.389
C 2.839345 -4.341612 -0.003074 0.157 -0.508 -0.393
C 2.239039 -3.348351 0.705136 1.353 0.569 1.591
C 1.161892 -2.640698 0.245378 -1.252 -0.482 -1.680
P 0.425283 -1.387834 1.286410 -0.625 0.243 0.417
C -0.150055 -2.482353 2.638295 0.215 0.873 0.409
C -0.209297 -1.949804 3.912663 -0.657 -1.786 1.063
C -0.630869 -2.843365 4.970346 0.523 1.992 -1.013
C -0.826462 -4.183302 4.813200 -0.963 -0.321 -2.554
C -0.713589 -4.705684 3.451990 -0.193 0.221 2.112
C -0.407547 -3.836521 2.442954 0.046 -0.444 -0.258
C 1.923808 -0.796046 2.129566 1.074 0.852 -0.755
C 2.525897 0.257257 1.409345 0.715 -1.588 1.909
C 3.748856 0.772875 1.797138 -0.888 0.711 0.400
C 4.343498 0.347746 2.986557 0.729 0.748 -1.562
C 3.791726 -0.736862 3.613234 1.139 -0.517 2.996
C 2.593880 -1.291866 3.242366 -1.345 -1.407 -0.324
C -1.056300 -2.251906 -3.244364 -0.506 -0.636 -1.840
C -1.271579 -3.275790 -4.198921 0.171 -0.093 0.914
C -0.973160 -3.173292 -5.527387 0.545 -0.534 -0.460
C -0.413251 -1.991305 -5.994537 -0.044 0.671 -0.848
C -0.225197 -0.931373 -5.127713 -0.863 0.100 1.311
C -0.610037 -1.058479 -3.742135 0.887 1.104 -1.408
P -0.366422 0.318268 -2.536901 0.090 -0.082 0.321
C -0.851118 1.846896 -3.421328 0.708 -1.023 -0.578
C -1.956722 1.704474 -4.244242 -0.297 0.385 0.562
C -2.520867 2.816580 -4.822103 -0.661 0.830 -0.626
C -1.906708 4.049741 -4.667099 0.536 0.843 0.201
C -0.714076 4.181180 -3.939687 -0.692 -1.146 -0.562
C -0.175737 3.049893 -3.347333 0.717 0.482 1.503
C 1.466630 0.336352 -2.285318 -1.175 -0.866 -1.342
C 2.085699 1.273132 -1.483964 0.562 -0.948 -0.628
C 3.455035 1.114437 -1.273266 -0.872 0.805 -0.447
C 4.165853 0.085130 -1.838669 0.780 0.202 -0.412
C 3.537129 -0.847432 -2.672551 -0.402 0.908 0.548
C 2.164944 -0.707717 -2.927953 1.093 -0.379 0.450
H -1.744115 -5.015175 -1.175092 0.390 0.315 0.170
H -3.089668 -4.117583 -1.739257 -0.409 0.238 -0.202
H -2.642968 -3.935881 -0.075945 0.005 -0.193 0.111
H 0.569290 -4.525670 -2.524381 0.596 0.336 0.350
H 2.772756 -5.520474 -1.741158 -0.241 -0.072 -0.328
H 3.703201 -4.863278 0.379550 0.131 0.009 0.082
H 2.673978 -3.078576 1.681587 -0.243 -0.195 -0.631
H 0.096810 -0.929268 4.153613 -0.415 -0.219 -0.240
H -0.888991 -2.338555 5.877441 0.114 -0.081 0.785
H -1.382386 -4.693204 5.584744 0.481 -0.546 0.172
H -0.889072 -5.761429 3.214745 0.025 0.445 0.257
H -0.321178 -4.228125 1.447151 -0.068 -0.155 -0.351
H 1.994807 0.594719 0.582055 -0.561 0.706 -1.004
H 4.102164 1.659800 1.284572 0.319 -0.174 0.054
H 5.269754 0.888767 3.239946 -0.485 -0.720 0.458
H 4.249484 -1.130770 4.568987 -0.339 0.458 -1.216
H 2.164501 -2.182975 3.789145 0.733 1.240 -0.536
H -1.627716 -4.198978 -3.807756 -0.389 -0.756 0.107
H -1.028936 -4.034141 -6.221285 -0.346 0.573 0.591
H -0.233306 -1.922178 -7.082683 0.206 0.244 0.766
H 0.130980 0.044188 -5.430051 0.117 -0.072 -0.347
H -2.446979 0.761705 -4.320679 -0.330 -0.538 -0.117
H -3.476693 2.786193 -5.376535 0.693 -0.342 0.369
H -2.352929 4.955104 -5.087202 0.060 -0.357 0.038
H -0.196215 5.104362 -3.850173 0.158 0.771 0.032
H 0.709804 3.149598 -2.666790 -0.785 -0.110 -0.949
H 1.497614 2.048063 -1.027586 0.077 0.288 0.306
H 3.919278 1.861195 -0.676515 0.606 0.355 0.301
H 5.263586 0.126393 -1.708427 -0.723 -0.517 0.006
H 4.154109 -1.625542 -3.074616 -0.101 -0.417 -0.404
H 1.673161 -1.445199 -3.587412 0.293 0.668 0.630
C 3.086004 6.411718 -0.348293 0.641 -0.339 -0.185
C 2.184239 5.390015 0.226929 -0.771 -1.697 1.589
C 1.007260 4.922025 -0.390910 1.576 1.045 0.203
C 0.243816 3.998278 0.274988 -0.132 -1.580 0.175
C 0.617227 3.460940 1.509021 0.226 0.357 -0.091
C 1.821313 3.838733 2.156351 -1.522 -0.597 -1.128
C 2.575906 4.731764 1.431331 -0.154 1.302 -0.304
S -0.480464 2.309105 2.287370 -0.084 -1.778 0.478
O 0.302200 1.122898 2.617812 -0.123 0.958 0.320
O -0.999414 3.038969 3.420035 -0.316 0.475 0.458
N -1.643567 1.753485 1.366899 0.500 -0.058 -0.387
C -2.752607 2.665497 1.130826 -0.542 0.261 -0.897
C -2.913619 2.700045 -0.397922 -0.401 -2.430 0.886
O -2.913918 3.687733 -1.050011 -0.054 1.757 -0.974
O -3.002332 1.465671 -0.918365 0.348 0.518 0.292
H 2.572938 7.240280 -0.785271 -0.497 0.776 0.099
H 3.507058 5.918907 -1.203261 0.850 -0.121 -0.610
H 3.900797 6.743756 0.323841 -0.593 -0.198 -0.328
H 0.792042 5.254002 -1.402029 -0.396 0.039 0.172
H -0.573997 3.497730 -0.234798 -0.176 0.477 0.037
H 2.105258 3.411050 3.125458 -0.020 0.215 -0.559
H 3.489477 5.064978 1.860944 0.798 0.234 0.332
H -2.542296 3.694109 1.416564 -0.157 -0.002 0.403
H -3.707489 2.303481 1.589205 0.654 0.271 -0.197
I -4.509128 -1.289409 -1.884579 0.206 0.049 0.018
I -5.159200 -0.127494 -4.721502 -0.146 -0.011 -0.236
S -3.045379 -1.528716 1.237581 -0.353 -0.437 -0.220
C -3.427439 -0.994895 2.784095 -0.694 0.054 1.021
N -2.796747 0.033041 3.388094 -0.240 -0.345 0.578
C -2.976465 0.473841 4.653008 -0.483 -0.184 0.007
C -3.946364 -0.126752 5.441063 1.127 0.857 -1.981
C -4.740004 -1.100689 4.823835 -0.780 -1.943 0.396
C -4.476219 -1.586699 3.561178 0.594 0.788 -0.458
H -2.161374 0.520716 2.792146 1.015 0.799 -0.728
H -2.338561 1.335264 4.898730 -0.397 -0.482 0.108
H -4.140292 0.291785 6.380214 -0.303 0.180 1.286
H -5.533695 -1.616068 5.425569 0.641 0.738 -0.678
H -5.025978 -2.321108 2.987016 -0.299 -0.181 0.627
```
Positions in Å, forces in eV/Å.

Here are the Mulliken charges for atoms 1 to 5, given in e: 0.290, -1.292, 1.189, 0.302, -0.359



Record 2
ORCA calculation (ωB97M-V/def2-TZVPD) on C28H36FN6O9SScSe as an isolated structure in a non-equilibrium geometry.

Total charge   -2
Kohn-Sham gap   4.53 eV
Energy relative to the best compared isomer or geometry (same formula, charge and spin)   2.762 eV
HOMO level   -0.32 eV
E_tot   -156591.292 eV

Structure (XYZ):
```
83
Properties=species:S:1:pos:R:3:forces:R:3
Sc -1.094882 0.490076 0.294721 -1.061 -0.627 0.232
C -1.809108 -1.882015 -3.399518 0.045 0.000 -0.073
C -0.910259 -1.089356 -2.472478 0.067 0.212 -0.317
O -1.173692 -1.192470 -1.236684 -0.038 -0.170 0.002
C 0.133786 -0.356409 -3.020433 -0.035 -0.100 0.064
C 1.155384 0.196606 -2.181182 -0.001 0.125 -0.008
C 2.580789 0.142747 -2.676952 0.040 0.002 0.066
N 0.874003 0.611571 -0.989407 0.079 -0.057 0.146
N 1.993102 0.779409 -0.139089 -0.025 -0.400 -0.179
C 1.774881 0.108967 0.957356 -0.028 -0.084 -0.022
O 0.703668 -0.540712 1.243886 0.024 0.309 0.072
C 2.898569 0.094475 1.950181 0.013 -0.037 -0.012
C 2.794120 -0.709198 3.079344 0.002 0.003 0.017
C 3.819949 -0.749419 4.013286 -0.008 0.001 -0.009
C 4.959960 0.021189 3.831498 -0.003 0.016 -0.020
C 5.070096 0.826431 2.702696 0.009 0.000 0.007
C 4.048943 0.857915 1.765490 0.004 -0.060 0.025
H -2.843054 -1.582650 -3.220194 -0.025 0.013 0.007
H -1.735976 -2.947568 -3.166672 0.000 0.147 -0.239
H -1.559746 -1.731833 -4.451143 -0.012 -0.009 0.024
H 0.333046 -0.453221 -4.080946 -0.009 -0.001 0.003
H 2.590862 0.090413 -3.767416 0.006 0.007 -0.018
H 3.067176 -0.754977 -2.288023 -0.021 -0.042 -0.015
H 3.158010 0.996244 -2.323785 -0.063 -0.181 -0.039
H 1.888700 -1.288218 3.207664 0.009 0.004 -0.003
H 3.724933 -1.378259 4.890938 -0.002 0.001 -0.004
H 5.758345 -0.003422 4.564354 0.002 0.004 -0.003
H 5.958303 1.430758 2.554360 0.003 0.000 0.002
H 4.117868 1.469451 0.874907 0.029 -0.056 0.011
C -0.911305 2.747202 4.165873 -0.018 0.003 -0.046
S -0.033197 1.448598 3.286214 0.184 0.201 0.110
C -0.669698 0.001900 4.151681 -0.048 -0.031 -0.033
O -2.487722 2.997194 1.682613 -0.332 -0.130 -0.196
H -1.976316 2.651744 3.960582 -0.018 0.005 -0.023
H -0.598861 3.685695 3.711861 0.006 0.019 0.020
H -0.665452 2.735690 5.231698 -0.011 0.014 0.003
H 0.021293 -0.348879 4.920360 -0.006 0.010 0.032
H -0.845050 -0.778593 3.414997 0.017 -0.046 -0.007
H -1.625167 0.261880 4.606309 -0.022 -0.024 -0.038
C 2.185304 3.588773 0.903834 -0.029 0.226 0.133
N 2.273055 3.630191 -0.538579 0.002 0.214 -0.083
C 3.413419 3.457811 -1.291588 -0.082 0.029 0.022
C 3.031649 3.377408 -2.582129 0.044 0.166 -0.029
N 1.655397 3.491011 -2.602374 -0.023 0.115 -0.177
C 0.789547 3.365372 -3.753142 0.037 0.031 0.006
C 1.177416 3.672055 -1.343565 0.050 -0.288 0.107
Se -0.555052 3.800831 -0.789688 -0.007 0.140 0.152
H 3.196161 3.595182 1.309994 -0.048 0.025 0.019
H 1.668513 2.679763 1.212110 0.071 0.151 0.009
H 1.616879 4.445915 1.261448 0.019 0.048 -0.003
H 4.386550 3.370666 -0.843310 0.007 0.004 0.006
H 3.605193 3.214252 -3.476617 0.006 0.010 0.001
H 1.402115 3.132836 -4.623539 0.006 -0.002 -0.002
H 0.242441 4.295272 -3.913462 -0.002 -0.004 -0.011
H 0.065911 2.568276 -3.580629 0.005 -0.035 0.027
O -2.235646 1.763331 1.002690 1.073 0.029 0.187
C -4.436968 1.975302 -2.554587 0.023 -0.024 0.028
C -3.824289 1.227390 -1.385226 -0.172 0.156 0.153
C -4.633679 0.958191 -0.163425 -0.037 -0.046 -0.056
O -2.652702 0.921928 -1.460564 0.146 -0.008 -0.296
H -5.488311 2.213697 -2.402721 0.008 -0.008 0.007
H -4.319261 1.374383 -3.457752 -0.003 -0.007 -0.008
H -3.863834 2.893774 -2.692249 0.004 0.004 0.014
H -5.701400 1.093613 -0.332498 -0.027 -0.014 -0.018
H -4.242873 1.654489 0.593927 -0.062 0.058 0.013
H -4.405350 -0.038325 0.220864 0.002 0.014 0.009
F -2.303429 -5.489867 -2.914981 -0.030 -0.028 -0.053
C -1.881287 -5.525991 -1.634462 0.056 -0.058 0.113
C -1.671334 -4.395374 -0.944703 -0.041 0.003 0.054
N -1.221470 -4.394025 0.347159 -0.011 -0.088 0.008
C -1.086926 -3.094195 1.005394 0.103 0.019 0.157
C -2.415880 -2.316582 1.007767 0.262 0.022 -0.877
O -3.430373 -2.889892 0.609159 -0.181 -0.062 0.336
O -2.283166 -1.099032 1.322157 0.112 0.362 0.175
C -1.030245 -5.560958 1.037452 -0.016 0.078 -0.079
O -0.670557 -5.639921 2.196930 0.013 -0.021 0.058
N -1.264390 -6.707466 0.287402 0.003 -0.027 -0.012
C -1.686031 -6.820982 -1.031657 -0.006 0.064 0.007
O -1.851101 -7.912745 -1.550400 -0.004 -0.063 -0.024
H -1.839577 -3.415511 -1.375842 0.039 -0.065 0.241
H -0.349509 -2.496884 0.469027 -0.064 -0.070 0.121
H -0.732204 -3.250460 2.018997 0.005 -0.092 0.035
H -1.119030 -7.572448 0.784423 -0.004 0.000 -0.009
```
Positions in Å, forces in eV/Å.

Here are the Mulliken charges for atoms 1 to 5, given in e: -0.635, -1.772, 1.334, 0.426, -2.377